Record 1
84
Properties=species:S:1:pos:R:3:forces:R:3:lowdin_charge:R:1 method="wB97M-V/def2-TZVPD" molar_mass_da=668.76 lumo_ev=-2.253 charge=+1 gap_ev=8.82 e_tot_ev=-77928.283
Be 12.49844 11.38564 10.48392 1.46 -0.21 0.89 0.0393
C 15.26072 12.37596 12.46574 1.71 1.31 0.15 -0.3339
C 15.95502 11.54168 11.39315 -0.63 0.53 -0.25 -0.3136
P 14.75376 11.02107 10.08645 0.96 -0.72 -0.58 1.0803
C 15.54335 9.46655 9.55217 0.37 -0.07 -1.13 -0.3705
C 16.75763 9.47275 8.79695 -0.38 0.01 1.04 -0.0765
C 17.29350 8.30263 8.29293 -0.78 -0.14 0.74 -0.0592
C 16.56547 7.09969 8.43277 -0.03 0.16 -0.45 -0.0649
C 15.41320 7.08043 9.18589 -0.55 1.56 -0.05 -0.0569
C 14.88004 8.28126 9.73047 0.38 -0.66 0.36 -0.0970
C 15.12299 12.03386 8.64814 -0.75 2.54 -0.90 -0.3720
C 14.69750 11.56846 7.37433 0.66 -0.77 0.07 -0.0828
C 14.90307 12.35550 6.24778 -0.60 0.07 -1.11 -0.0697
C 15.16810 13.72204 6.35105 0.51 -0.18 -0.77 -0.0885
C 15.45943 14.23313 7.58279 -0.01 0.66 2.48 -0.1003
C 15.48690 13.43244 8.75980 -0.26 -1.65 -0.86 -0.0700
C 14.51405 11.48521 13.45027 -0.25 0.30 -0.40 -0.3021
P 12.77800 11.24704 12.81845 0.06 -0.63 -0.70 1.0832
C 12.12826 9.62262 13.38889 0.50 1.22 0.81 -0.3602
C 10.74874 9.57985 13.41122 0.33 -1.52 -0.40 -0.1145
C 10.16950 8.40270 13.83363 -1.31 -1.17 0.62 -0.0708
C 10.84814 7.45855 14.62980 -0.23 0.30 -1.29 -0.0537
C 12.21898 7.58692 14.68548 1.26 -0.65 1.03 -0.0881
C 12.85369 8.60258 13.99428 1.46 0.69 -0.02 -0.0951
C 11.79864 12.45689 13.70349 -0.15 0.22 2.72 -0.3609
C 11.40031 13.67502 13.17467 -0.22 0.19 -0.63 -0.0942
C 10.76597 14.67013 13.93635 0.57 -1.31 1.60 -0.0357
C 10.47574 14.32331 15.29112 -0.46 1.46 -1.55 -0.0571
C 10.82329 13.10335 15.83951 0.08 0.31 0.91 -0.0863
C 11.58155 12.23833 15.11545 0.61 -0.32 -2.12 -0.0766
H 14.64330 13.18593 11.98910 0.26 -0.65 0.63 0.1049
H 16.04889 12.90924 13.09457 -0.85 -0.46 -1.00 0.1363
H 16.30032 10.63994 11.87147 0.28 -0.44 -0.04 0.0808
H 16.81855 12.01343 10.90918 -0.23 0.06 0.11 0.0981
H 17.27990 10.41647 8.71699 0.18 -0.02 -0.26 0.1065
H 18.28087 8.29653 7.88063 0.22 0.07 -0.56 0.1021
H 16.82553 6.20976 7.84299 0.23 0.36 0.61 0.1174
H 14.80959 6.21535 9.23677 -0.37 -0.94 0.16 0.0950
H 13.96862 8.34100 10.32796 0.03 -0.61 -0.37 0.0911
H 14.30693 10.52991 7.20645 0.54 1.00 0.45 0.1327
H 14.79851 11.93255 5.22678 -0.23 0.17 0.92 0.1235
H 15.23383 14.39909 5.47388 -0.17 -0.78 0.59 0.1247
H 15.59771 15.31203 7.71579 0.23 -0.41 -0.17 0.1106
H 15.79782 13.82188 9.74796 -0.26 -0.02 -0.80 0.1020
H 14.57354 12.07733 14.35872 -0.80 -0.48 0.53 0.0934
H 15.07478 10.54482 13.60715 -0.46 0.37 -0.11 0.0901
H 10.16800 10.36857 13.01068 -0.60 0.56 -0.51 0.1038
H 9.15126 8.13607 13.52012 0.16 0.63 0.60 0.1031
H 10.31804 6.59847 15.03950 0.19 0.32 -0.02 0.1153
H 12.88508 6.94364 15.30956 -0.90 0.27 -0.69 0.1272
H 13.96765 8.65089 14.01567 -1.02 -0.06 0.00 0.1111
H 11.59916 13.83158 12.12184 -0.04 0.25 -0.01 0.0712
H 10.63947 15.67581 13.53572 -0.33 -0.39 0.16 0.1095
H 9.97722 15.05197 15.92301 0.01 -0.04 -0.11 0.1084
H 10.60551 12.88542 16.89235 0.10 0.20 -0.47 0.1226
H 12.08447 11.42114 15.59887 -0.22 -0.55 0.08 0.1104
C 5.82865 7.20907 10.91565 -0.03 0.75 0.41 -0.0446
C 7.07667 7.83818 10.29734 -0.30 0.36 0.91 -0.2492
C 6.92005 8.79222 9.27762 0.70 -0.30 0.41 -0.0264
C 8.03374 9.39512 8.70344 0.44 -0.66 0.36 -0.0242
C 9.30684 8.95113 9.15423 0.59 0.46 -0.12 -0.2736
C 9.48228 8.06153 10.18585 0.70 -0.26 0.44 -0.0734
C 8.34658 7.55962 10.80747 -0.34 -0.37 -0.63 -0.0469
S 10.83129 9.63801 8.49481 -0.48 0.16 -1.40 0.6881
O 10.34576 10.12958 7.21399 1.02 0.43 0.88 -0.3086
O 12.01806 8.78757 8.47184 -1.67 0.65 0.79 -0.3026
N 11.19061 10.86067 9.58857 0.45 -0.87 0.37 -0.1107
C 10.98703 12.17686 9.34123 -1.19 1.79 -3.13 -0.3410
C 9.98969 12.75116 8.44419 1.02 -0.77 0.61 0.0299
C 10.07938 14.09868 8.17263 0.59 -0.31 1.33 -0.0245
C 11.20500 14.83231 8.64359 -0.38 -1.16 0.24 -0.0455
C 12.14020 14.22219 9.44477 -0.10 -0.52 0.99 -0.0913
N 11.98897 12.92588 9.86600 -0.73 -0.18 -0.74 0.0445
H 5.11353 7.98420 11.31984 0.96 -0.66 -0.17 0.0999
H 6.07183 6.46652 11.70956 -0.25 0.55 -0.67 0.0868
H 5.26587 6.75777 10.10989 -0.13 -0.53 -0.08 0.0739
H 5.90501 9.04030 9.00665 0.02 0.20 -0.35 0.1187
H 7.90826 10.13681 7.92009 0.26 -0.19 0.12 0.1095
H 10.53833 7.78350 10.46923 -1.40 0.23 -0.11 0.1362
H 8.43103 6.87245 11.62662 0.08 -0.28 0.26 0.1007
H 9.34641 12.03391 7.91715 -0.09 0.73 0.57 0.0985
H 9.26186 14.66471 7.75624 0.04 -0.21 -0.74 0.1160
H 11.26013 15.84345 8.34358 0.41 0.93 0.01 0.0957
H 13.01517 14.70154 9.89922 -0.44 0.12 -0.50 0.1205

***

Record 2
90
Properties=species:S:1:pos:R:3:forces:R:3:lowdin_charge:R:1 method="wB97M-V/def2-TZVPD" relative_energy_ev=1.004 molar_mass_da=1052.85 lumo_ev=-3.417 charge=+1 gap_ev=7.45 e_tot_ev=-173914.764
Sn -0.48100 0.83960 0.04120 -0.57 0.92 -0.12 1.2472
C -1.58680 3.61050 -1.64410 -0.26 -0.14 -0.02 -0.0067
C -0.10910 3.56560 -1.77520 0.08 0.15 -0.03 -0.2832
C 0.55770 4.54470 -2.53660 0.31 0.02 -0.05 0.0174
C 1.91890 4.51730 -2.63520 -0.23 -0.13 0.10 0.0365
C 2.65000 3.49010 -2.00070 -0.30 -0.28 0.18 -0.1375
C 4.05400 3.41760 -2.05500 0.10 -0.14 0.07 -0.0133
C 4.71250 2.39910 -1.42110 0.02 0.29 -0.20 -0.0492
C 3.99610 1.40820 -0.74570 -0.37 -0.02 0.01 -0.0949
C 2.62080 1.43440 -0.69740 -0.03 -0.07 0.20 -0.5653
S 1.84890 0.05620 0.09190 -0.96 0.15 0.18 0.6063
C 1.90790 2.50180 -1.29560 0.84 0.33 -0.21 -0.2313
N 0.56070 2.59240 -1.18290 -0.73 -0.70 0.37 0.0441
H -1.98850 4.55270 -2.00540 0.00 0.04 0.06 0.0961
H -1.89240 3.45800 -0.60800 -0.04 0.08 0.02 0.0721
H -2.01140 2.80100 -2.23740 -0.10 0.00 -0.04 0.0892
H -0.02360 5.30780 -3.03030 -0.04 0.06 0.02 0.1241
H 2.45260 5.27160 -3.19270 0.04 0.10 -0.09 0.1303
H 4.59040 4.17760 -2.60210 0.08 0.07 -0.03 0.1220
H 5.78800 2.34410 -1.44630 0.15 0.01 -0.01 0.1162
H 4.51700 0.59880 -0.25770 0.11 -0.08 0.03 0.1106
O -4.15140 -2.76230 -3.07120 -0.04 0.16 -0.57 0.1536
C -4.14160 -3.19480 -1.83490 0.10 -0.09 0.47 -0.5028
O -4.61930 -4.24940 -1.50420 -0.03 0.12 -0.17 0.0891
C -3.46600 -2.34090 -0.80250 -0.07 -0.06 0.25 -0.0256
C -3.36130 -2.69740 0.54160 -0.04 0.10 -0.64 -0.5487
Cl -4.04870 -4.00150 1.36020 0.11 0.05 0.09 0.8822
N -2.53850 -1.81530 1.14940 -0.22 -0.42 -0.27 -0.0555
N -2.11470 -0.90290 0.26110 0.77 1.03 -0.43 0.0580
C -2.65740 -1.19840 -0.91340 -0.46 -0.50 0.48 -0.1615
C -2.33000 -0.33900 -2.07690 -0.73 -0.03 -0.16 -0.5888
O -2.94000 -0.39340 -3.12370 -0.17 -0.10 -0.07 0.1142
O -1.41830 0.55330 -1.86390 1.50 0.95 1.42 -0.1395
C -2.27310 -1.68480 2.52610 0.10 0.14 0.90 -0.2354
C -3.34790 -1.62400 3.40310 0.08 0.10 -0.17 -0.0385
C -3.11620 -1.45710 4.75460 -0.01 -0.03 -0.02 -0.0491
C -1.81630 -1.38660 5.22860 -0.03 0.05 0.00 -0.0477
C -0.74950 -1.46810 4.34870 0.06 -0.02 0.07 -0.0469
C -0.96870 -1.60170 2.98880 -0.11 -0.05 -0.22 -0.0029
H -3.70550 -1.88660 -3.20900 -0.11 -0.11 0.24 0.0786
H -4.34990 -1.70770 3.01470 -0.15 0.07 0.01 0.1097
H -3.95330 -1.38600 5.43090 -0.07 -0.03 0.10 0.1145
H -1.63690 -1.26880 6.28620 0.06 0.00 0.09 0.1105
H 0.25800 -1.45900 4.72850 0.12 0.08 0.02 0.0825
H -0.14070 -1.67060 2.29290 0.06 -0.05 0.01 0.1104
C -0.43890 -4.86870 -3.83000 0.06 0.07 -0.15 -0.0918
C 0.98740 -4.38780 -3.59460 -0.18 0.02 -0.01 -0.2775
C 1.16500 -3.74150 -2.23090 -0.06 0.54 -0.02 -0.3124
S 0.36550 -2.09420 -1.98240 1.48 -0.70 -0.25 0.9083
O -1.05220 -2.24190 -2.36330 -0.82 -0.53 -0.52 -0.5124
C 1.15910 -1.09250 -3.32060 -0.18 -0.14 0.39 -0.3090
C 0.33630 -1.02980 -4.59230 -0.17 0.02 -0.09 -0.2761
C 0.69450 0.17290 -5.45940 0.06 -0.23 0.11 -0.0860
H -0.52190 -5.31400 -4.81700 -0.06 -0.11 -0.09 0.0789
H -1.14280 -4.04540 -3.75760 -0.08 -0.04 -0.05 0.0556
H -0.71780 -5.61860 -3.09350 -0.05 -0.10 0.08 0.0820
H 1.27800 -3.68660 -4.37760 0.12 -0.04 -0.03 0.0871
H 1.67250 -5.23850 -3.65750 0.05 0.10 0.03 0.1149
H 2.21540 -3.57030 -1.99270 0.08 0.03 0.10 0.0887
H 0.72920 -4.37170 -1.45310 0.00 0.09 0.10 0.0935
H 2.16190 -1.48510 -3.46280 0.20 0.00 -0.02 0.1001
H 1.22970 -0.09410 -2.88340 0.10 0.02 0.03 0.0542
H -0.71770 -0.95940 -4.31730 0.01 -0.13 -0.06 0.0943
H 0.47050 -1.94150 -5.17620 -0.14 -0.01 0.05 0.1052
H 0.56770 1.10410 -4.90990 0.00 0.11 0.07 0.0680
H 0.03650 0.19850 -6.32280 -0.03 0.07 -0.13 0.0789
H 1.72070 0.11030 -5.81600 0.11 0.08 -0.04 0.0773
C -1.97210 3.80620 3.78540 0.02 0.06 0.03 -0.0699
C -2.81820 2.79240 3.37720 -0.16 -0.23 -0.07 -0.0571
C -2.45120 1.94600 2.33790 -0.32 0.00 0.19 -0.1150
C -1.24730 2.17550 1.72150 0.83 -1.53 -1.93 -0.2789
C -0.39460 3.19050 2.08440 0.11 0.31 0.21 -0.1858
C -0.76660 4.01080 3.13990 0.23 0.05 -0.14 -0.0785
H -2.24940 4.43800 4.61260 -0.08 0.12 0.10 0.1132
H -3.77130 2.65000 3.85900 -0.12 -0.03 0.14 0.1125
H -3.10050 1.13960 2.02810 -0.06 -0.04 0.01 0.0950
H 0.54950 3.34950 1.58260 0.09 0.03 -0.06 0.0890
H -0.10100 4.80170 3.44680 0.05 0.11 0.11 0.1150
Br 0.53660 2.21000 6.58370 0.00 -0.22 0.19 0.7134
C 1.40850 0.52360 6.56870 -0.10 0.26 -0.12 -0.7410
C 1.28410 -0.30820 7.67140 -0.10 0.15 0.00 -0.1276
C 1.88120 -1.55460 7.66400 -0.02 -0.05 -0.07 -0.0678
C 2.61200 -1.96690 6.56170 0.03 0.01 0.00 -0.0740
C 2.74850 -1.13380 5.46490 0.06 -0.05 -0.06 -0.1682
C 2.14130 0.11060 5.46510 -0.02 0.53 -0.33 -0.7470
I 2.29920 1.33780 3.75630 0.13 -0.43 0.27 0.9350
H 0.71760 0.03080 8.52490 -0.05 0.00 0.07 0.1051
H 1.76190 -2.20810 8.51270 0.03 -0.06 0.13 0.1117
H 3.08180 -2.93590 6.55250 0.07 -0.16 0.00 0.1101
H 3.31100 -1.45720 4.60220 0.07 0.00 -0.05 0.0978